1.
DFT (the ωB97M-V functional and the def2-TZVPD basis) results for a 2-piece molecular cluster, C2H7N2 overall.

Geometry as XYZ:
```
11
Properties=species:S:1:pos:R:3:nbo_charge:R:1
C -0.79268 0.31855 -0.29110 0.40
C 1.67294 0.06596 -0.15006 -0.31
N -2.01488 -0.09836 0.00650 -0.71
N 0.30071 -0.40494 -0.13553 -0.52
H -0.58186 1.36983 -0.63532 0.24
H 1.78172 0.86463 -0.72357 0.21
H 2.23849 -0.83989 -0.23885 0.24
H 1.88028 0.55214 1.35327 0.17
H -2.73106 0.57409 0.25961 0.45
H -2.09045 -1.06736 0.30709 0.42
H 0.33678 -1.33464 0.24796 0.42
```

## Properties
Lowest unoccupied orbital energy in eV: -4.332
Charge: +1
Energy relative to the best compared isomer or geometry (same formula, charge and spin) in kcal per mole: 57.63


2.
DFT (the ωB97M-V functional and the def2-TZVPD basis) results for a 2-piece molecular cluster, C2H7N2 overall.

Geometry as XYZ:
```
11
Properties=species:S:1:pos:R:3:nbo_charge:R:1
C 0.12058 0.41704 0.40707 0.25
C 1.24095 0.42673 1.08292 -0.11
N 1.31518 0.57118 2.52686 -0.59
N -1.54091 -0.98542 -2.80613 -1.03
H -0.87385 0.24124 0.83378 0.25
H 2.27182 0.39963 0.74749 0.29
H 0.37055 0.67662 2.91242 0.39
H 1.72812 1.49304 2.69659 0.41
H -1.20095 -1.23850 -3.71277 0.40
H -1.02468 -0.54926 -2.07616 0.36
H -2.40682 -1.45230 -2.61208 0.39
```

## Properties
Lowest unoccupied orbital energy in eV: -9.177
Charge: +1
Energy relative to the best compared isomer or geometry (same formula, charge and spin) in kcal per mole: 155.80


3.
DFT (the ωB97M-V functional and the def2-TZVPD basis) results for an isolated ion of composition C2H7N2 and charge +1.

Geometry as XYZ:
```
11
Properties=species:S:1:pos:R:3:nbo_charge:R:1
C 0.02496 1.25641 0.44601 -0.50
C -0.71602 -1.10091 -0.11994 -0.44
N 1.64266 -0.10381 -0.67312 -0.07
N 0.20825 0.00870 -0.15612 0.04
H -0.91622 1.69957 0.29502 0.27
H 0.84638 1.99262 -0.03149 0.29
H -0.03552 1.19291 1.57131 0.29
H -1.62832 -0.79215 -0.73353 0.29
H -0.89228 -1.12682 0.93933 0.26
H -0.11238 -1.97004 -0.44634 0.25
H 1.57849 -1.05648 -1.09113 0.33
```

## Properties
Lowest unoccupied orbital energy (alpha / beta) in eV: -7.186 / -7.636
SMILES string: C[N+](C)=N
Charge: +1
Energy relative to the best compared isomer or geometry (same formula, charge and spin) in kcal per mole: 116.04


4.
DFT (the ωB97M-V functional and the def2-TZVPD basis) results for C2H7N2O as an isolated structure.

Geometry as XYZ:
```
12
Properties=species:S:1:pos:R:3:nbo_charge:R:1
N 0.82289 -0.42019 -0.92533 -0.89
C 1.49047 0.67924 -0.56802 0.29
N 2.69196 0.74245 -0.08474 -0.88
H -0.45557 -0.43302 -0.71543 0.46
H 1.37709 -1.25693 -0.76152 0.33
H 0.89699 1.59638 -0.67894 0.11
H 3.01300 1.69707 -0.05841 0.30
C -1.98474 -0.52303 0.80898 -0.23
O -1.64104 -0.24822 -0.51739 -0.87
H -2.51383 -1.48644 0.92064 0.11
H -1.05839 -0.62234 1.40108 0.14
H -2.63884 0.27502 1.17910 0.13
```

## Properties
Lowest unoccupied orbital energy in eV: 4.515
Charge: -1
Energy relative to the best compared isomer or geometry (same formula, charge and spin) in kcal per mole: 4.03


5.
DFT (the ωB97M-V functional and the def2-TZVPD basis) results for a 2-piece molecular cluster, C2H7N2O overall.

Geometry as XYZ:
```
12
Properties=species:S:1:pos:R:3:nbo_charge:R:1
C 2.19785 -0.72758 1.12096 0.14
N 1.17574 -0.02513 1.56643 -0.62
H 2.94267 -1.10283 1.77973 0.22
H 2.10752 -1.09784 0.07978 0.22
H 0.37238 -0.08550 0.80427 0.48
H 1.25204 0.73129 2.33285 0.46
C -1.31825 -0.14624 -1.19770 0.56
N -2.09422 0.89491 -1.42553 -0.75
O -0.76078 -0.44010 -0.06702 -0.73
H -1.00576 -0.70223 -2.07978 0.17
H -2.66868 0.98683 -2.23373 0.43
H -2.20051 1.71442 -0.68027 0.43
```

## Properties
Lowest unoccupied orbital energy in eV: -5.031
Charge: +1
Energy relative to the best compared isomer or geometry (same formula, charge and spin) in kcal per mole: 37.76


6.
DFT (the ωB97M-V functional and the def2-TZVPD basis) results for a 2-piece molecular cluster, C2H7N2O overall.

Geometry as XYZ:
```
12
Properties=species:S:1:pos:R:3:nbo_charge:R:1
C -1.27374 -0.10024 0.25653 -0.44
C -2.53136 0.03837 0.03416 0.72
N 1.96561 -0.43854 0.17419 -1.04
N -0.22327 0.66615 -0.45071 -0.70
O -3.67219 0.21197 -0.00687 -0.33
H -0.97907 -1.19792 0.34086 0.27
H 2.84937 0.05152 0.09749 0.41
H 1.81820 -0.45075 1.16534 0.39
H 2.01891 -1.39700 -0.00110 0.40
H -0.23029 1.68132 0.04266 0.45
H -0.49112 0.63956 -1.41538 0.44
H 0.74895 0.29557 -0.23718 0.44
```

## Properties
Lowest unoccupied orbital energy in eV: -4.250
Charge: +1
Energy relative to the best compared isomer or geometry (same formula, charge and spin) in kcal per mole: 56.32


What are the electronic energy values for these records? In order: -5158.96669, -5154.70981, -5156.43386, -7215.20534, -7207.50750, -7206.70244 eV.
What are the maximum force values for these records? In order: 0.144, 0.067, 0.168, 0.025, 0.077, 0.108 hartree/bohr.
What are the molecular weight values for these records? In order: 59.09, 59.09, 59.09, 75.09, 75.09, 75.09 g/mol.